Record 1
DFT (wB97M-V/def2-TZVPD) results for C3H4N2OS2 in the gas phase.

Values from the calculation:
ΔE to the lowest compared entry with this formula, charge and spin, eV: 3.266
HOMO-LUMO gap, eV: 7.71
SMILES: [H]/N=C\NSC(=S)C=O
HOMO level, eV: -9.11
LUMO energy, eV: -1.40

Cartesian coordinates (Å):
H 3.1060 0.8928 -0.4674
N 2.8195 0.4072 0.4575
C 1.7835 -0.2806 0.4304
N 1.1111 -0.9160 -0.7107
S -0.5014 -1.1762 -0.3917
C -1.2682 0.4579 -0.2866
S -0.8618 2.0002 -0.3385
C -2.7176 0.1157 0.3705
O -2.8830 -1.1512 0.1777
H 1.4381 -0.7145 1.3524
H 1.3992 -0.5066 -1.5106
H -3.4256 0.8712 0.9171

Atomic forces in eV per Å
-0.6 -1.5 1.6
0.9 2.4 -1.7
0.0 -2.1 -1.2
0.1 0.5 4.9
-0.8 0.7 -0.8
-2.2 -0.5 2.4
0.9 0.2 -0.6
1.4 -5.3 -2.1
-1.2 5.5 1.8
-0.4 -0.1 0.4
0.7 1.4 -3.6
1.3 -1.3 -1.1

Here are the Mulliken charges for atoms 1 to 2, given in e: number 1, H, carries 0.2363; number 2, N, carries -0.5657

Record 2
DFT (wB97M-V/def2-TZVPD) results for a molecular structure, C49H52NO3PRbSTe.

Values from the calculation:
Charge: -1
ΔE to the lowest compared entry with this formula, charge and spin, eV: 0.000
HOMO-LUMO gap, eV: 4.67
HOMO level, eV: -2.79
LUMO energy, eV: 1.88

Cartesian coordinates (Å):
Rb 0.2682 0.0850 -0.8017
C -2.6548 -0.7039 -2.6008
O -1.8711 0.4651 -2.4505
C -1.5238 1.0428 -3.6817
C -0.7541 2.3271 -3.4097
O 0.5199 2.1256 -2.8217
C 1.6340 2.2026 -3.6824
C 1.9720 0.8990 -4.3854
O 2.3806 -0.0357 -3.4210
C 2.5701 -1.3307 -3.9591
H -3.5878 -0.4770 -3.1353
H -2.1066 -1.4864 -3.1316
H -2.8889 -1.0623 -1.5984
H -0.9323 0.3333 -4.2768
H -2.4283 1.2986 -4.2545
H -0.6644 2.9024 -4.3383
H -1.3421 2.9017 -2.6902
H 1.4834 2.9848 -4.4371
H 2.4836 2.4803 -3.0539
H 1.1014 0.5260 -4.9408
H 2.7810 1.0858 -5.1082
H 3.3595 -1.3232 -4.7224
H 2.8535 -1.9794 -3.1339
H 1.6426 -1.7200 -4.3893
C -5.3511 2.5246 1.7548
C -4.8190 1.1197 1.8949
C -5.6319 0.1864 2.5381
C -5.2336 -1.1245 2.7429
C -3.9871 -1.5312 2.2935
C -3.1746 -0.6193 1.6444
C -3.5571 0.7116 1.4320
P -2.2168 1.6873 0.6157
C -3.1847 2.7921 -0.5149
C -4.1204 2.1213 -1.3094
C -4.7977 2.7496 -2.3387
C -4.5427 4.0872 -2.6034
C -3.6147 4.7657 -1.8294
C -2.9216 4.1447 -0.7906
C -1.9178 4.9385 -0.0012
C -1.5062 2.5984 2.0093
C -2.2309 2.8481 3.1789
C -1.6638 3.4192 4.3000
C -0.2881 3.7174 4.2716
C 0.4642 3.4642 3.1630
C -0.0847 2.9045 1.9518
C 0.7226 2.7145 0.8501
H -5.9748 2.7718 2.6157
H -5.9656 2.6146 0.8561
H -4.5497 3.2553 1.6833
H -6.6008 0.5132 2.9015
H -5.8899 -1.8194 3.2523
H -3.6495 -2.5505 2.4379
H -2.2055 -0.9443 1.2781
H -4.3106 1.0711 -1.1140
H -5.5157 2.1999 -2.9365
H -5.0559 4.5953 -3.4112
H -3.4185 5.8118 -2.0395
H -1.7987 5.9374 -0.4235
H -0.9433 4.4438 0.0150
H -2.2309 5.0365 1.0396
H -3.2764 2.5722 3.2249
H -2.2567 3.5979 5.1885
H 0.1800 4.1483 5.1512
H 1.5268 3.6872 3.1679
H 1.7567 3.0398 0.8691
H 0.3341 2.3801 -0.0994
C 0.7777 -0.6461 2.3894
C 0.3254 -2.0397 2.0654
C 0.0405 -2.9361 3.1197
C -0.4568 -4.1692 2.8245
C -0.6634 -4.5473 1.4786
C -1.2010 -5.7993 1.1264
C -1.3585 -6.1118 -0.2010
C -0.9738 -5.2133 -1.1980
C -0.4181 -3.9640 -0.9153
S 0.1085 -2.9462 -2.1951
C -0.2905 -3.6042 0.4749
N 0.1795 -2.3743 0.8036
H 1.4998 -0.6614 3.2036
H -0.0712 -0.0294 2.7036
H 1.2277 -0.1718 1.5208
H 0.2215 -2.6325 4.1436
H -0.6984 -4.8771 3.6110
H -1.4797 -6.4955 1.9097
H -1.7748 -7.0721 -0.4849
H -1.0940 -5.4756 -2.2407
Te 3.8980 -0.1277 -0.5255
C 5.7768 -1.0030 -1.0505
C 6.9609 -0.3035 -0.8469
C 8.1835 -0.8820 -1.1585
C 8.2319 -2.1688 -1.6751
C 7.0528 -2.8730 -1.8768
C 5.8312 -2.2905 -1.5725
C 3.8447 -1.3744 1.1998
C 3.3864 -2.6814 1.0903
C 3.3886 -3.5128 2.2007
C 3.8452 -3.0411 3.4234
C 4.2909 -1.7314 3.5381
C 4.2884 -0.8988 2.4278
H 6.9285 0.6976 -0.4348
H 9.0996 -0.3300 -0.9877
H 9.1835 -2.6211 -1.9252
H 7.0853 -3.8799 -2.2743
H 4.9150 -2.8433 -1.7419
H 3.0024 -3.0464 0.1445
H 3.0081 -4.5233 2.1162
H 3.8488 -3.6937 4.2879
H 4.6299 -1.3535 4.4950
H 4.6265 0.1258 2.5208

Atomic forces in eV per Å
0.3 -0.8 -0.5
-0.1 0.0 -0.1
-0.1 0.0 -0.3
0.2 0.1 -0.1
-0.3 -0.2 0.0
0.0 0.0 -0.1
0.1 -0.1 -0.1
-0.1 0.1 0.1
-0.1 0.1 -0.1
0.1 0.0 0.0
0.0 0.1 0.1
0.0 0.0 0.1
0.0 0.0 0.0
0.0 0.0 0.0
0.0 0.0 0.0
0.0 0.0 0.0
0.0 0.1 -0.1
0.0 0.0 0.0
0.0 0.0 0.0
0.0 0.0 0.0
0.0 0.0 0.0
0.0 0.0 0.0
0.0 0.0 0.0
0.0 0.0 0.0
0.0 -0.1 -0.1
0.0 0.1 0.0
0.0 0.0 0.0
0.0 0.0 0.0
-0.1 -0.1 0.1
0.0 0.1 -0.1
0.1 -0.2 0.0
-0.5 0.4 0.5
0.1 0.0 -0.1
0.0 0.0 0.1
-0.1 0.0 0.0
0.0 0.0 0.0
-0.1 0.0 -0.1
0.0 -0.1 0.2
0.0 0.0 0.0
0.1 -0.1 0.0
0.1 0.1 0.0
-0.2 0.0 0.1
0.0 0.0 -0.1
0.0 0.0 0.0
-0.3 0.0 0.0
0.2 0.0 -0.1
0.0 0.0 0.0
0.0 0.0 0.0
0.0 0.1 0.0
0.0 0.0 0.0
0.0 0.0 0.0
0.0 0.0 0.0
0.0 0.0 0.0
0.0 0.0 0.0
0.0 0.0 0.0
0.0 0.0 0.0
0.0 0.0 0.0
0.0 0.0 0.0
0.0 0.1 0.0
0.0 0.0 0.0
0.0 0.0 0.0
0.0 0.0 0.0
0.0 0.0 0.0
0.0 0.0 0.0
0.0 0.0 0.0
0.0 0.5 0.1
-0.1 -0.1 0.0
-0.1 0.0 -0.2
-0.1 -0.2 0.1
0.0 0.1 0.1
0.1 0.3 -0.2
-0.1 -0.2 0.0
0.0 0.0 0.2
0.1 0.3 0.1
-0.2 -0.3 0.0
0.3 0.3 -0.3
-0.2 -0.6 0.1
0.0 0.2 0.3
0.1 0.1 0.0
0.0 0.0 0.0
0.1 0.0 0.4
0.0 0.0 0.0
0.0 0.0 0.0
0.0 0.0 0.0
0.0 0.0 0.0
0.0 0.0 0.0
0.5 -0.5 0.4
-0.2 0.2 -0.2
0.0 0.1 0.0
0.0 -0.1 0.0
0.0 0.0 0.0
0.1 0.0 0.0
-0.1 0.0 0.0
0.0 0.2 0.0
0.0 0.0 -0.1
0.0 0.0 0.1
0.0 0.0 0.0
0.0 0.0 0.0
0.1 0.1 0.0
0.0 0.0 0.0
0.0 0.0 0.0
0.0 0.0 0.0
0.0 0.0 0.0
0.0 0.0 0.0
0.0 0.0 0.0
0.0 0.0 0.0
0.0 0.0 0.0
0.0 0.0 0.0
0.0 0.0 0.0

Here are the Mulliken charges for atoms 1 to 2, given in e: number 1, Rb, carries -0.3882; number 2, C, carries -1.0363

Record 3
DFT (wB97M-V/def2-TZVPD) results for a molecular structure, C25H20BInN2OS7.

Values from the calculation:
Charge: -2
HOMO-LUMO gap, eV: 5.84
HOMO level, eV: -1.67
LUMO energy, eV: 4.18

Cartesian coordinates (Å):
In -0.0553 0.4297 -0.8336
S -2.8657 3.9854 -1.8455
C -1.9845 2.6618 -1.5678
S -2.4838 1.3481 -0.5327
S -0.4752 2.5281 -2.3894
C -0.3074 0.2135 -4.9924
C -1.2265 -0.7136 -4.2869
C -2.3351 -1.2563 -5.0123
C -3.0332 -2.2896 -4.4804
C -2.7222 -2.8105 -3.2126
C -3.4839 -3.8262 -2.6446
C -3.2240 -4.2573 -1.3514
C -2.0993 -3.7232 -0.6509
C -1.3175 -2.6998 -1.1839
S 0.0050 -2.0608 -0.2341
C -1.6318 -2.1734 -2.5248
N -0.9767 -1.1290 -3.0627
H -0.2005 -0.0240 -6.0551
H 0.6575 0.1403 -4.4953
H -0.7005 1.2725 -4.9317
H -2.5122 -0.9395 -6.0547
H -3.8464 -2.7464 -5.0370
H -4.2686 -4.2541 -3.2590
H -3.8396 -5.0761 -0.9503
H -1.8728 -4.0269 0.3554
O 0.8710 1.0352 0.9349
C 0.7778 1.1111 2.3136
C 0.3195 2.5553 2.6985
C -0.1585 2.9750 3.9122
C -0.2108 4.3882 4.0375
C 0.2015 5.0443 2.8869
S 0.7040 3.9257 1.6670
C -0.1159 0.0784 2.9807
C 0.1962 -1.2324 3.2815
C -0.8188 -1.8836 3.9956
C -1.8949 -1.0627 4.2178
S -1.7732 0.4634 3.4234
C 2.2532 0.9337 2.7746
C 2.7905 1.2076 4.0120
C 4.1666 0.9378 4.1238
C 4.6670 0.4201 2.9690
S 3.4782 0.3155 1.7017
H -0.4144 2.3221 4.7464
H -0.5899 4.9230 4.9359
H 0.2907 6.1236 2.7515
H 1.1474 -1.7087 3.0970
H -0.7837 -2.8862 4.4048
H -2.7951 -1.2797 4.8230
H 2.1857 1.6375 4.7773
H 4.8077 1.1918 4.9588
H 5.7379 0.2649 2.7341
B 4.0484 -0.1823 -3.2864
C 2.7685 0.1344 -2.5051
N 1.8111 0.3383 -1.8876
H 3.9059 0.1063 -4.4410
H 4.3344 -1.3441 -3.0077
H 4.8921 0.5738 -2.7981

Atomic forces in eV per Å
-1.0 0.2 0.0
-1.6 1.6 0.0
0.7 -0.9 -0.1
0.5 -0.3 0.0
0.5 -0.8 0.6
-0.1 1.5 0.3
-1.1 -1.0 -0.3
0.7 0.0 -0.6
-0.4 -0.1 -0.3
1.1 1.3 0.1
-0.1 -0.8 1.2
0.5 -0.1 -0.8
-0.7 0.5 -0.9
-0.1 0.5 -0.7
-0.2 0.3 -0.1
-1.5 -1.2 0.9
0.9 0.2 0.0
-0.1 -0.2 0.2
0.1 0.4 -0.1
0.6 -1.0 0.1
0.0 0.0 0.7
0.0 0.0 0.0
-0.1 -0.1 0.2
0.4 0.5 0.1
0.0 -0.2 0.2
-0.1 -0.1 -0.1
0.6 0.9 -1.3
0.6 -0.1 0.3
0.3 0.3 0.2
-0.2 1.1 -0.4
0.1 -0.6 0.8
-0.5 -0.7 0.8
-0.2 -0.3 -0.2
0.2 1.0 0.0
-1.1 0.3 0.7
-1.0 -0.3 0.1
1.2 -1.1 0.4
0.2 0.0 0.9
-0.6 0.0 -0.8
0.4 -0.1 -0.3
0.8 0.1 -1.0
-0.3 0.3 1.0
0.1 0.1 -0.4
0.4 -0.5 -0.8
-0.2 -0.5 -0.1
0.1 0.3 -0.2
0.2 0.1 -0.1
0.6 0.0 -0.6
-0.3 0.2 0.5
-0.2 -0.1 0.1
-0.9 -0.1 0.2
1.2 0.1 0.4
-1.3 0.2 0.7
1.2 -0.3 -0.5
-0.1 -0.2 -0.4
0.0 0.2 -0.4
-0.1 -0.2 -0.1

Here are the Mulliken charges for atoms 1 to 2, given in e: number 1, In, carries 0.6889; number 2, S, carries -0.4372